ORCA calculation (ωB97M-V/def2-TZVPD) on 2 unconnected molecules or ions with the total composition C5H8N2 in a non-equilibrium geometry.

Atoms and positions in Å:
H -0.2755 1.6645 1.0723
N 0.6356 1.2442 0.8731
C 0.7064 0.6650 -0.2447
C -0.4067 0.6400 -1.3459
C 1.9098 0.0131 -0.6239
C 2.8980 -0.5589 -0.9962
H 0.0758 0.7782 -2.3072
H -1.1497 1.4227 -1.2136
H -0.8816 -0.3475 -1.3470
H 3.7887 -1.0548 -1.2726
C -1.6271 -0.6229 1.7228
N -1.5283 -1.2819 0.6595
H -0.9172 -0.6422 2.5536
H -2.5350 -0.0535 1.8802
H -0.6934 -1.8661 0.5896

Computed properties:
E in hartree: -304.7085
HOMO-LUMO gap in Ha: 0.398
Structure (SMILES): [H]/N=C(\C)C#C.C=N
Total charge: 0
Relative energy (zero: lowest compared OMol25 entry of this formula, charge and spin) in eV: 3.455